[1]
Here is a structure of composition C6H20Br2N6O13PS at a distorted geometry from OMol25. Energies are from the ωB97M-V functional and the def2-TZVPD basis.

Summary:
- LUMO level: -5.57 eV
- E_HOMO: -0.451 hartree
- Total charge: +1
- Frontier orbital gap: 6.70 eV

Geometry (Å):
O  -4.675  1.779  -0.899
P  -5.944  0.906  -0.376
Br  -5.983  -0.966  -1.550
S  -7.685  2.103  -1.133
Br  -9.323  1.277  0.052
H  -4.788  2.696  -0.606
H  -7.868  1.789  -2.448
C  -3.881  -0.482  3.823
N  -4.406  -0.978  2.524
O  -5.463  -1.562  2.520
O  -3.722  -0.758  1.541
H  -4.582  -0.741  4.608
H  -2.919  -0.960  3.986
H  -3.774  0.595  3.740
C  -0.218  0.453  1.558
N  0.372  -0.496  2.543
O  1.576  -0.508  2.655
O  -0.400  -1.194  3.165
H  0.588  1.004  1.084
H  -0.771  -0.134  0.831
H  -0.877  1.121  2.104
C  -2.471  -3.067  -3.698
N  -3.881  -2.951  -3.239
O  -4.454  -3.949  -2.886
O  -4.381  -1.831  -3.241
H  -2.172  -4.104  -3.638
H  -2.433  -2.708  -4.723
H  -1.868  -2.451  -3.047
C  2.184  -1.882  -3.326
N  0.738  -2.164  -3.120
O  0.333  -3.274  -3.394
O  0.057  -1.257  -2.685
H  2.657  -2.776  -3.713
H  2.258  -1.063  -4.036
H  2.602  -1.604  -2.364
C  3.940  2.121  2.683
N  3.855  2.521  1.253
O  2.764  2.488  0.719
O  4.885  2.851  0.715
H  2.948  1.852  3.023
H  4.615  1.273  2.747
H  4.325  2.970  3.239
C  8.070  2.423  -0.009
N  8.649  1.483  0.988
O  9.852  1.460  1.109
O  7.864  0.800  1.614
H  8.877  2.963  -0.489
H  7.515  1.832  -0.731
H  7.413  3.101  0.526

Atoms 1-3, force components in eV/Å:
O -1.069 -0.471 -0.705
P 0.896 -1.630 1.504
Br -0.446 1.944 0.939



[2]
Here is a cluster of 8 separate species, C36H67BF9N11O14PS in total at a distorted geometry from OMol25. Energies are from the ωB97M-V functional and the def2-TZVPD basis.

Summary:
- LUMO level: -1.86 eV
- E_HOMO: -0.386 hartree
- Total charge: +1
- Frontier orbital gap: 8.64 eV

Geometry (Å):
C  -3.066  1.121  2.793
C  -1.667  1.682  2.825
N  -1.472  2.920  3.013
C  -0.442  0.808  2.743
C  -0.030  0.129  1.402
C  -1.269  -0.487  0.777
B  -2.028  -1.621  1.597
O  -1.803  -2.006  2.897
O  -3.007  -2.270  0.934
C  0.704  1.209  0.577
N  -0.069  2.444  0.396
C  0.433  3.438  0.884
O  0.909  4.374  1.347
C  1.345  0.806  -0.768
O  2.616  1.434  -0.721
C  3.314  1.557  -1.812
N  3.928  1.662  -2.776
C  0.489  1.170  -2.009
F  0.795  0.358  -3.035
F  -0.795  0.860  -1.720
C  0.516  2.651  -2.563
F  1.221  3.519  -1.816
F  1.150  2.608  -3.749
C  -0.867  3.270  -2.868
F  -1.602  3.403  -1.757
F  -1.513  2.528  -3.775
C  -0.765  4.717  -3.466
F  -2.036  5.058  -3.738
F  -0.308  5.589  -2.580
F  -0.093  4.760  -4.603
N  1.549  -0.661  -0.652
O  2.361  -1.209  -1.659
C  2.162  -1.024  0.668
C  1.066  -0.954  1.756
P  2.025  -0.711  3.304
O  1.129  -1.042  4.586
O  2.575  0.768  3.345
S  3.481  -1.983  3.273
H  -3.099  0.142  3.258
H  -3.440  1.049  1.782
H  -3.733  1.754  3.355
H  -2.356  3.415  3.086
H  -0.572  0.052  3.500
H  0.364  1.472  3.016
H  -1.095  -0.941  -0.198
H  -2.007  0.270  0.558
H  -0.975  -2.453  3.077
H  -3.404  -2.897  1.557
H  1.537  1.473  1.219
H  0.663  -1.171  -0.710
H  1.907  -1.999  -2.003
H  2.476  -2.047  0.572
H  3.055  -0.447  0.870
H  0.666  -1.958  1.804
H  0.990  -0.263  5.144
H  2.208  1.208  4.164
C  -5.409  -4.645  3.492
O  -4.508  -3.836  3.676
N  -6.565  -4.379  2.880
C  -7.605  -5.389  2.689
C  -6.798  -3.034  2.388
H  -5.331  -5.690  3.830
H  -7.810  -5.525  1.630
H  -8.519  -5.069  3.188
H  -7.279  -6.336  3.113
H  -6.034  -2.761  1.657
H  -6.749  -2.319  3.211
H  -7.777  -2.985  1.920
C  5.750  0.625  0.938
O  4.961  -0.113  0.355
N  6.761  1.254  0.346
C  7.662  2.142  1.063
C  6.973  1.053  -1.081
H  5.670  0.829  2.016
H  7.598  3.132  0.617
H  8.685  1.772  0.985
H  7.386  2.199  2.114
H  6.090  1.362  -1.640
H  7.150  -0.003  -1.286
H  7.830  1.638  -1.403
C  4.013  -1.221  -6.049
O  3.993  -2.399  -6.360
N  4.082  -0.203  -6.912
C  4.092  1.172  -6.457
C  4.148  -0.492  -8.336
H  3.971  -0.889  -4.996
H  3.233  1.706  -6.871
H  5.007  1.671  -6.779
H  4.037  1.209  -5.371
H  3.266  -1.053  -8.644
H  5.028  -1.096  -8.555
H  4.198  0.439  -8.894
C  0.763  -4.954  -1.431
O  1.431  -4.046  -0.934
N  1.096  -5.624  -2.524
C  0.267  -6.693  -3.055
C  2.334  -5.281  -3.215
H  -0.183  -5.291  -0.981
H  0.832  -7.625  -3.076
H  -0.049  -6.448  -4.069
H  -0.614  -6.829  -2.432
H  3.182  -5.411  -2.543
H  2.312  -4.245  -3.539
H  2.458  -5.917  -4.084
C  -10.367  -6.090  0.015
O  -9.461  -6.114  0.833
N  -11.353  -5.184  0.004
C  -12.408  -5.202  -0.992
C  -11.362  -4.153  1.029
H  -10.446  -6.830  -0.797
H  -12.405  -4.268  -1.557
H  -13.379  -5.318  -0.508
H  -12.258  -6.030  -1.681
H  -10.446  -3.564  0.974
H  -11.415  -4.609  2.018
H  -12.220  -3.503  0.884
C  0.481  2.804  5.648
O  1.439  2.357  5.010
N  0.239  4.092  5.798
C  -0.901  4.579  6.557
C  1.144  5.053  5.177
H  -0.253  2.153  6.143
H  -1.543  5.178  5.911
H  -0.556  5.195  7.387
H  -1.474  3.744  6.951
H  1.164  4.896  4.099
H  2.153  4.915  5.564
H  0.805  6.061  5.393
C  6.580  4.664  -1.591
O  7.606  4.696  -0.935
N  5.578  5.549  -1.487
C  4.378  5.453  -2.297
C  5.706  6.638  -0.530
H  6.388  3.879  -2.344
H  4.261  6.352  -2.904
H  3.500  5.345  -1.655
H  4.441  4.589  -2.956
H  6.584  7.239  -0.764
H  5.828  6.237  0.477
H  4.818  7.262  -0.568

Atoms 1-3, force components in eV/Å:
C 0.405 -0.378 0.234
C -0.565 0.388 -0.217
N 0.408 0.302 0.059



[3]
Here is a structure of composition C19H25N3O6Pd from OMol25. Energies are from the ωB97M-V functional and the def2-TZVPD basis.

Summary:
- LUMO level (spin up / spin down): 2.65 / 2.55 eV
- E_HOMO (spin up / spin down): -0.090 / -0.188 hartree
- Total charge: -1
- Frontier orbital gap (spin up / spin down): 5.11 / 7.67 eV
- Relative energy (zero: lowest compared OMol25 entry of this formula, charge and spin): 0.0 kcal per mole
- ⟨S²⟩: 3.769
- Spin multiplicity: 4

Geometry (Å):
Pd  0.179  -1.006  0.599
O  -0.925  -2.854  4.210
C  -0.813  -2.047  3.295
O  -0.660  -2.336  2.055
C  -0.987  -0.554  3.635
C  -1.933  0.147  2.643
C  -2.556  1.382  3.292
C  -1.334  2.333  3.350
C  -0.253  1.493  2.660
O  -1.027  0.750  1.685
C  0.262  0.392  3.591
C  1.638  -0.131  3.109
O  2.532  -0.204  3.942
O  1.789  -0.355  1.848
H  -1.411  -0.533  4.637
H  -2.613  -0.518  2.117
H  -2.977  1.158  4.271
H  -3.346  1.790  2.661
H  -1.043  2.595  4.367
H  -1.520  3.256  2.800
H  0.522  2.059  2.155
H  0.451  0.786  4.588
O  0.990  -2.674  -0.527
N  0.015  -2.887  -1.455
C  -1.307  -2.616  -1.099
C  -2.230  -2.353  -2.076
C  -1.890  -2.371  -3.438
C  -0.554  -2.741  -3.763
C  0.363  -2.974  -2.786
H  -1.533  -2.759  -0.048
H  -3.251  -2.162  -1.766
H  -2.620  -2.171  -4.207
H  -0.243  -2.851  -4.794
H  1.392  -3.250  -2.967
C  1.147  1.781  -0.472
C  1.817  2.661  -1.555
N  1.778  1.991  -2.857
C  2.599  0.777  -2.775
C  2.195  -0.072  -1.549
N  0.912  0.432  -1.015
C  -0.074  0.529  -2.110
C  0.393  1.595  -3.129
H  0.179  2.183  -0.166
H  1.773  1.670  0.413
H  2.863  2.855  -1.309
H  1.313  3.626  -1.643
H  3.650  1.068  -2.723
H  2.455  0.217  -3.702
H  2.919  -0.005  -0.735
H  2.076  -1.126  -1.783
H  -1.044  0.775  -1.675
H  -0.160  -0.451  -2.574
H  -0.227  2.493  -3.079
H  0.331  1.207  -4.148

Atoms 1-3, force components in eV/Å:
Pd 0.040 0.085 0.073
O 0.013 -0.009 -0.003
C -0.024 0.041 -0.014



[4]
Here is a cluster of 40 separate species, H80O40 in total at a distorted geometry from OMol25. Energies are from the ωB97M-V functional and the def2-TZVPD basis.

Summary:
- LUMO level (spin up / spin down): -3.75 / -10.31 eV
- E_HOMO (spin up / spin down): -0.463 / -0.463 hartree
- Total charge: +1
- Frontier orbital gap (spin up / spin down): 8.85 / 2.29 eV
- Relative energy (zero: lowest compared OMol25 entry of this formula, charge and spin): 239.9 kcal per mole
- ⟨S²⟩: 0.758
- Spin multiplicity: 2

Geometry (Å):
H  -0.872  6.045  1.929
H  0.245  5.181  1.372
O  -0.795  5.067  1.477
H  5.876  -2.700  -0.573
H  4.287  -2.545  -0.811
O  5.104  -3.073  -1.005
H  -2.558  2.437  -0.289
H  -3.733  1.441  -0.011
O  -3.046  1.927  0.430
H  2.723  -4.005  -1.188
H  3.069  -3.849  -2.545
O  2.880  -4.407  -1.985
H  -5.553  -1.835  -2.834
H  -4.514  -1.878  -3.843
O  -5.200  -1.320  -3.509
H  -2.167  1.222  -2.374
O  -2.083  0.319  -2.311
H  -3.901  -3.698  -1.572
O  -4.590  -3.998  -0.836
H  1.219  5.140  -2.090
H  0.985  3.967  -1.140
O  0.572  4.534  -1.779
H  1.551  -1.740  -1.888
H  1.085  -1.910  -0.573
O  1.430  -2.478  -1.271
H  3.104  3.418  0.682
H  3.482  3.408  -0.844
O  3.258  3.932  -0.086
H  -1.444  3.564  -2.210
H  -1.670  3.208  -3.552
O  -1.550  2.829  -2.675
H  5.511  2.406  -2.761
O  5.641  2.315  -1.737
H  -1.685  -3.081  0.332
H  -1.140  -1.668  0.252
O  -1.171  -2.458  0.937
H  -2.116  4.923  -0.016
H  -3.327  4.292  -1.077
O  -2.339  4.191  -0.699
H  -0.990  1.716  1.314
H  0.267  2.785  1.479
O  -0.230  2.140  0.890
H  1.485  4.471  3.184
H  2.772  4.749  2.499
O  1.913  4.502  2.293
H  -6.332  1.329  -1.243
H  -5.815  -0.144  -1.023
O  -5.672  0.790  -0.743
H  3.734  0.957  1.273
H  4.807  1.422  0.221
O  4.479  1.577  1.174
H  3.716  0.616  -5.381
O  3.155  0.616  -6.199
H  1.785  0.363  2.467
H  1.859  -1.138  1.929
O  2.310  -0.461  2.363
H  -0.380  -3.027  2.461
O  0.244  -3.379  3.006
H  -1.614  -3.795  -2.862
H  -1.681  -2.363  -2.526
O  -2.215  -3.140  -2.514
H  1.739  0.448  -0.030
H  2.801  -0.489  0.502
O  2.704  0.248  -0.226
H  -5.434  -1.258  0.678
H  -4.675  -2.238  1.584
O  -4.610  -1.603  0.721
H  2.777  -5.515  1.080
H  1.559  -6.533  0.743
O  2.095  -6.078  1.373
H  -4.750  -1.613  3.418
H  -4.236  -2.972  3.393
O  -4.907  -2.432  2.994
H  1.580  2.239  -3.547
H  2.614  1.589  -2.605
O  1.995  1.457  -3.361
H  5.740  1.209  2.791
H  4.972  -0.237  2.735
O  5.871  0.258  3.057
H  -1.767  -0.974  4.809
H  -3.234  -1.146  4.969
O  -2.563  -0.501  5.218
H  4.351  3.329  2.239
H  3.747  1.999  3.054
O  4.056  2.854  3.090
H  -1.576  -5.584  -0.889
H  -2.434  -5.928  0.314
O  -1.506  -6.027  -0.079
H  -1.129  0.142  -0.855
O  -0.615  -0.331  -0.204
H  -0.713  1.571  -5.533
H  -0.879  1.094  -4.115
O  -0.126  1.496  -4.677
H  2.417  0.456  -5.597
H  -2.869  0.013  -1.908
H  0.644  -4.128  2.395
H  -4.577  -3.169  -0.318
H  6.292  1.436  -1.828
H  -0.515  0.221  0.608
O  -2.823  -0.670  1.973
H  -2.475  -1.437  1.471
H  -3.412  -0.415  1.323
O  1.811  -1.091  -3.923
H  1.585  -0.178  -3.650
H  0.937  -1.452  -4.185
O  -1.864  1.371  3.563
H  -1.695  1.140  4.445
H  -2.000  0.522  3.190
O  -3.140  4.397  2.809
H  -2.860  3.665  2.285
H  -3.819  4.199  3.544
O  0.034  -4.521  -3.179
H  0.581  -5.315  -2.815
H  0.276  -3.917  -2.410
O  3.886  -2.866  2.094
H  3.529  -3.810  2.358
H  3.409  -2.509  1.269
O  0.010  3.269  4.412
H  -0.864  3.667  4.581
H  -0.109  2.941  3.458

Atoms 1-3, force components in eV/Å:
H -0.547 -3.604 -1.388
H -2.774 -0.884 -0.164
O 3.366 4.605 1.464



[5]
Here is a structure of composition C13H22FN2O4STeY from OMol25. Energies are from the ωB97M-V functional and the def2-TZVPD basis.

Summary:
- LUMO level: 0.24 eV
- E_HOMO: -0.264 hartree
- Total charge: 0
- Frontier orbital gap: 7.42 eV
- Relative energy (zero: lowest compared OMol25 entry of this formula, charge and spin): 2.7 kcal per mole

Geometry (Å):
Y  1.314  -0.310  -0.792
C  1.824  -3.947  -0.553
C  0.396  -3.468  -0.772
C  -0.510  -4.545  -1.318
O  0.438  -2.334  -1.699
C  -0.166  -2.810  0.518
O  -0.983  -3.375  1.220
O  0.316  -1.634  0.692
H  2.207  -4.415  -1.462
H  1.857  -4.684  0.249
H  2.493  -3.125  -0.285
H  -0.100  -4.981  -2.231
H  -1.506  -4.149  -1.515
H  -0.610  -5.330  -0.570
H  0.416  -2.628  -2.618
F  3.074  -0.271  0.253
Te  1.978  0.461  -3.578
C  2.207  2.331  -2.599
C  2.524  2.677  -1.309
C  2.668  4.077  -1.117
C  2.448  4.786  -2.259
S  2.053  3.750  -3.558
H  2.717  1.990  -0.486
H  2.926  4.534  -0.173
H  2.501  5.854  -2.387
C  -2.708  -0.493  -0.287
N  -2.239  0.224  0.885
C  -2.678  -0.329  2.159
C  -1.171  1.032  0.780
O  -0.447  1.009  -0.253
N  -0.857  1.862  1.810
C  0.440  2.520  1.749
C  -1.883  2.634  2.501
H  -3.795  -0.568  -0.231
H  -2.291  -1.502  -0.317
H  -2.434  0.045  -1.189
H  -2.627  -1.417  2.092
H  -3.699  -0.026  2.398
H  -2.006  -0.016  2.953
H  1.229  1.786  1.584
H  0.625  2.990  2.713
H  0.486  3.273  0.958
H  -2.855  2.165  2.410
H  -1.941  3.639  2.073
H  -1.632  2.718  3.558

Atoms 1-3, force components in eV/Å:
Y -0.073 -0.070 0.656
C 0.025 -0.102 -0.021
C -0.042 0.002 0.132



[6]
Here is an isolated molecule of CH4N4O at a distorted geometry from OMol25. Energies are from the ωB97M-V functional and the def2-TZVPD basis.

Summary:
- LUMO level: 0.76 eV
- E_HOMO: -0.302 hartree
- Total charge: 0
- Frontier orbital gap: 8.98 eV
- Relative energy (zero: lowest compared OMol25 entry of this formula, charge and spin): 104.2 kcal per mole
- SMILES: CN1N=NON1

Geometry (Å):
C  -1.360  -0.308  0.209
N  0.076  -0.155  0.204
N  0.953  -1.026  0.367
N  2.169  -0.575  0.083
O  2.010  0.834  -0.124
N  0.620  1.150  -0.210
H  -1.433  -1.380  -0.178
H  -1.633  -0.099  1.212
H  -1.906  0.366  -0.389
H  0.503  1.193  -1.174

Atoms 1-3, force components in eV/Å:
C 1.553 -2.943 0.100
N -1.409 3.948 -0.754
N 5.437 -0.766 -1.427



[7]
Here is a cluster of 6 separate species, CH14N2O5 in total at a distorted geometry from OMol25. Energies are from the ωB97M-V functional and the def2-TZVPD basis.

Summary:
- LUMO level (spin up / spin down): -8.05 / -8.28 eV
- E_HOMO (spin up / spin down): -0.541 / -0.547 hartree
- Total charge: +1
- Frontier orbital gap (spin up / spin down): 6.67 / 6.59 eV
- Relative energy (zero: lowest compared OMol25 entry of this formula, charge and spin): 127.3 kcal per mole
- ⟨S²⟩: 1.749
- Spin multiplicity: 2

Geometry (Å):
N  0.538  -0.584  2.167
C  1.122  -0.766  0.890
N  1.626  0.505  0.383
H  0.407  -1.568  2.662
H  2.022  -1.367  1.085
H  0.526  -1.308  0.201
H  1.140  1.275  0.584
H  -0.242  -2.208  -1.732
H  -1.514  -0.372  -0.185
O  0.679  -2.188  -1.855
H  0.795  -1.186  -2.008
H  0.948  0.975  -2.891
O  0.721  0.432  -2.154
H  1.627  0.439  -0.676
H  -0.903  0.167  -1.656
O  -1.605  -0.412  -1.248
H  -1.196  1.793  0.849
H  -0.961  3.186  0.126
O  -0.647  2.362  0.330
H  -2.792  0.424  1.652
H  -0.359  -0.181  2.086
O  -1.932  0.580  1.389

Atoms 1-3, force components in eV/Å:
N 0.041 -3.840 1.086
C 2.588 2.318 3.250
N 0.493 -5.930 -3.632



We obtain total energy values of -7433.99937; -4730.70727; -1482.55179; -3056.92000; -1723.64308; -334.55380; -531.62660 Eh for the records listed above, in that order.